Entry 1:
{
  "formula": "C29H31CuN4SSb",
  "method": "ωB97M-V with the def2-TZVPD basis set",
  "symbols": ["Cu", "C", "C", "N", "N", "C", "N", "S", "C", "C", "C", "C", "C", "N", "H", "H", "H", "H", "H", "H", "H", "H", "H", "H", "C", "C", "C", "C", "C", "C", "C", "Sb", "C", "C", "C", "C", "C", "C", "C", "C", "C", "C", "C", "C", "C", "C", "H", "H", "H", "H", "H", "H", "H", "H", "H", "H", "H", "H", "H", "H", "H", "H", "H", "H", "H", "H", "H"],
  "positions_angstrom": [[-0.2237, 0.3856, 0.2698], [2.5871, -0.7620, -2.9602], [1.5539, -0.6039, -1.8898], [1.3230, 0.4410, -1.2013], [1.9521, 1.6221, -1.3934], [1.3465, 2.7535, -0.9231], [2.0138, 3.8876, -1.1672], [-0.1155, 2.7602, -0.1137], [0.6377, -1.7379, -1.5696], [0.8301, -3.0010, -2.1024], [-0.0712, -4.0105, -1.7890], [-1.1386, -3.7187, -0.9640], [-1.2645, -2.4273, -0.4726], [-0.4004, -1.4552, -0.7604], [3.1929, 0.1280, -3.1123], [2.1132, -1.0119, -3.9111], [3.2690, -1.5744, -2.7046], [2.7410, 1.6835, -2.0180], [2.9014, 3.9122, -1.6403], [1.6088, 4.7565, -0.8663], [1.6708, -3.2060, -2.7499], [0.0644, -5.0064, -2.1895], [-1.8725, -4.4645, -0.6903], [-2.0876, -2.1666, 0.1820], [-2.1268, -0.1162, 5.7132], [-0.8643, 0.7023, 5.6437], [-0.5191, 1.4858, 6.7440], [0.6261, 2.2671, 6.7591], [1.4607, 2.2892, 5.6536], [1.1331, 1.5218, 4.5474], [-0.0096, 0.7213, 4.5318], [-0.1401, -0.3963, 2.7307], [1.4445, -1.8010, 2.9426], [2.1965, -2.0072, 1.7873], [3.2352, -2.9268, 1.7542], [3.5370, -3.6442, 2.9010], [2.8058, -3.4308, 4.0615], [1.7577, -2.5138, 4.1087], [1.0164, -2.3086, 5.4025], [-1.8035, -1.7321, 2.7823], [-1.6083, -3.1000, 2.9502], [-2.6630, -3.9910, 2.7927], [-3.9199, -3.5135, 2.4568], [-4.1169, -2.1504, 2.2730], [-3.0697, -1.2454, 2.4203], [-3.3026, 0.2187, 2.1392], [-2.5334, -0.1003, 6.7237], [-1.9639, -1.1565, 5.4337], [-2.8978, 0.2737, 5.0479], [-1.1679, 1.4767, 7.6125], [0.8619, 2.8584, 7.6349], [2.3567, 2.8962, 5.6488], [1.7918, 1.5477, 3.6836], [1.9691, -1.4321, 0.8958], [3.8047, -3.0775, 0.8452], [4.3435, -4.3668, 2.8996], [3.0520, -3.9894, 4.9576], [1.2240, -3.1197, 6.0997], [-0.0625, -2.2706, 5.2471], [1.3079, -1.3693, 5.8779], [-0.6260, -3.4865, 3.1977], [-2.4996, -5.0521, 2.9376], [-4.7501, -4.1983, 2.3365], [-5.1009, -1.7819, 2.0053], [-4.3663, 0.4492, 2.0922], [-2.8621, 0.5095, 1.1794], [-2.8571, 0.8648, 2.8990]],
  "atomic_forces_ev_per_a": [[0.105, 0.274, 0.287], [-0.003, -0.024, -0.027], [-0.017, -0.087, -0.048], [0.029, 0.065, 0.044], [-0.031, -0.069, 0.035], [0.020, 0.039, 0.004], [0.050, 0.018, -0.052], [-0.085, -0.139, 0.038], [0.018, 0.010, 0.007], [0.018, -0.042, 0.007], [0.014, -0.001, -0.013], [-0.033, -0.022, 0.027], [0.018, 0.042, 0.009], [-0.115, -0.110, -0.093], [-0.018, 0.004, -0.007], [0.010, -0.004, 0.027], [-0.004, 0.006, -0.006], [0.043, 0.039, -0.058], [0.001, -0.008, 0.021], [-0.026, 0.006, 0.020], [-0.007, 0.011, 0.011], [0.002, 0.012, 0.002], [0.032, 0.008, -0.026], [0.028, -0.003, -0.048], [0.017, -0.020, 0.011], [0.021, -0.016, -0.048], [-0.006, 0.003, -0.013], [0.007, 0.008, 0.003], [-0.012, 0.011, 0.035], [-0.005, -0.013, -0.037], [-0.038, 0.069, 0.133], [-0.043, -0.154, -0.324], [0.064, -0.001, 0.061], [-0.004, -0.006, -0.008], [0.006, -0.014, 0.038], [-0.028, 0.022, 0.008], [0.007, -0.001, -0.009], [0.007, 0.012, 0.023], [0.014, -0.016, 0.003], [-0.079, 0.035, 0.045], [-0.007, 0.027, 0.032], [0.000, -0.024, -0.001], [-0.005, 0.009, -0.008], [0.019, 0.001, -0.004], [0.033, 0.033, 0.031], [-0.016, -0.022, 0.027], [0.015, -0.001, -0.018], [0.023, -0.015, -0.009], [-0.012, 0.027, -0.032], [0.016, -0.003, -0.022], [-0.001, -0.012, -0.023], [-0.015, -0.008, 0.003], [-0.013, -0.016, 0.001], [-0.019, 0.001, -0.017], [-0.007, 0.001, 0.019], [-0.016, 0.017, -0.007], [-0.005, 0.013, -0.028], [0.002, 0.016, -0.010], [-0.023, 0.000, -0.017], [0.004, -0.017, -0.016], [-0.002, 0.028, -0.002], [-0.010, 0.029, -0.006], [0.017, 0.014, 0.009], [0.022, -0.008, 0.005], [0.011, -0.020, 0.012], [0.003, -0.012, -0.017], [0.006, -0.005, 0.016]],
  "lowdin_charge": [-0.049, 0.005, -0.235, 0.011, 0.014, -0.814, 0.109, 0.736, -0.218, 0.003, -0.027, -0.019, -0.084, 0.064, 0.070, 0.106, 0.097, 0.142, 0.116, 0.107, 0.113, 0.120, 0.117, 0.105, -0.042, -0.295, -0.043, -0.068, -0.082, -0.149, -0.333, 1.597, -0.319, -0.143, -0.086, -0.069, -0.039, -0.294, -0.041, -0.349, -0.123, -0.079, -0.070, -0.045, -0.338, -0.069, 0.084, 0.062, 0.075, 0.114, 0.109, 0.106, 0.091, 0.056, 0.101, 0.108, 0.115, 0.086, 0.053, 0.089, 0.095, 0.108, 0.108, 0.116, 0.088, 0.060, 0.062],
  "e_above_lowest_kcal_mol": 0.0,
  "total_energy_ha": -3621.4429,
  "fmax_ev_per_a": 0.41,
  "charge": 1,
  "e_lumo_ev": -3.07
}



Entry 2:
{
  "formula": "C4H11NO",
  "method": "ωB97M-V with the def2-TZVPD basis set",
  "symbols": ["C", "C", "C", "C", "O", "N", "H", "H", "H", "H", "H", "H", "H", "H", "H", "H", "H"],
  "positions_angstrom": [[1.2394, 0.7007, 0.8762], [-0.2089, 0.2199, 0.7042], [-0.5922, -0.6854, -0.6003], [0.5932, -1.5498, -1.0200], [-0.9564, 0.0555, -1.7702], [-1.1507, 1.2386, 0.9415], [1.2261, 1.1731, 1.8662], [1.4470, 1.6206, 0.2996], [1.9956, -0.0427, 0.7079], [-0.3686, -0.5542, 1.4689], [-1.4898, -1.2546, -0.3472], [0.8882, -2.2617, -0.2539], [1.4655, -0.9100, -1.1561], [0.3006, -1.9148, -2.0070], [-1.3179, 0.8723, -1.4332], [-2.1480, 1.1024, 1.0710], [-0.9230, 2.1903, 0.6525]],
  "atomic_forces_ev_per_a": [[-1.278, 2.218, -0.123], [0.280, 0.235, 1.377], [-0.313, -0.573, -2.307], [-0.150, 1.052, 0.638], [0.951, 0.130, 1.491], [0.539, -0.025, -1.104], [0.541, -0.836, 0.254], [0.024, -0.667, -0.538], [0.112, -0.229, 0.219], [-0.262, -0.175, -0.125], [0.195, -0.054, 0.620], [-0.336, -0.517, -0.289], [-0.091, 0.065, -0.305], [0.197, -0.550, 0.294], [-0.592, 0.465, -0.603], [0.042, -0.474, 0.242], [0.140, -0.066, 0.259]],
  "mulliken_spin": [0.005, 0.045, 0.190, 0.010, 0.048, 0.650, 0.002, 0.001, 0.000, 0.048, -0.004, -0.002, 0.005, 0.020, 0.011, -0.016, -0.013],
  "e_above_lowest_kcal_mol": 40.2,
  "total_energy_ha": -288.6512,
  "multiplicity": 2,
  "fmax_ev_per_a": 2.56,
  "charge": 1,
  "e_lumo_ev": [-3.51, -8.62]
}



Entry 3:
{
  "formula": "C3H4N2O2",
  "method": "ωB97M-V with the def2-TZVPD basis set",
  "symbols": ["C", "C", "C", "N", "N", "O", "O", "H", "H", "H", "H"],
  "positions_angstrom": [[-0.1094, -0.4037, 0.1719], [1.0826, -1.2217, -0.0017], [0.0437, 0.8346, -0.1898], [2.2598, -0.7492, 0.0594], [2.7754, 0.3315, -0.3476], [-0.6949, 1.9181, -0.0146], [3.2159, 1.2514, 0.2684], [-1.0522, -0.8456, 0.4033], [1.0805, -2.2968, -0.1476], [1.0453, 1.2226, -0.4647], [-1.6803, 2.1350, -0.0961]],
  "atomic_forces_ev_per_a": [[-0.131, -1.902, -0.989], [0.096, -0.665, 0.539], [1.139, 2.662, 0.122], [0.617, -1.162, 0.575], [-0.122, 1.158, -2.692], [-2.451, 2.566, -0.246], [0.813, 0.014, 1.747], [-0.394, -0.281, 0.347], [-0.523, -0.063, 0.511], [-1.065, -0.495, -0.015], [2.021, -1.834, 0.102]],
  "lowdin_charge": [-0.051, -0.128, -0.226, 0.050, -0.172, 0.025, 0.001, 0.104, 0.114, 0.117, 0.166],
  "e_above_lowest_kcal_mol": 152.0,
  "total_energy_ha": -376.5215,
  "fmax_ev_per_a": 3.56,
  "charge": 0,
  "e_lumo_ev": [0.36, 0.36]
}